Entry 1:
The following is a DFT calculation (wB97M-V/def2-TZVPD) of one molecule with the formula C2H2Br2S2.

XYZ file:
```
8
Properties=species:S:1:pos:R:3:forces:R:3:mulliken_charge:R:1
S 1.5730 1.7681 0.2553 -0.298 -0.546 0.339 -0.06
C -0.2608 -0.1860 0.4445 1.423 2.560 2.546 -0.11
H 0.0662 0.8012 -1.3749 -0.586 0.097 -2.301 0.46
C 0.2051 0.7979 -0.3589 0.968 -1.214 3.270 -0.40
S 3.1013 0.8001 -0.6423 0.302 0.221 -0.581 -0.01
Br 3.4099 -1.2983 0.0191 -0.304 0.324 0.328 -0.07
Br -1.4010 -1.4290 -0.1751 -1.273 -1.422 -0.538 -0.09
H -0.0640 -0.1990 1.6296 -0.234 -0.021 -3.064 0.28
```
Positions in Å, forces in eV/Å.

- DFT total energy: -6021.7734 hartree
- Energy relative to the best compared isomer or geometry (same formula, charge and spin): 11.1 kcal per mole
- SMILES: Br/C=C/SSBr
- HOMO-LUMO gap: 0.305 hartree
- HOMO level: -0.3324 Ha

***

Entry 2:
The following is a DFT calculation (wB97M-V/def2-TZVPD) of one molecule with the formula C3H5N3.

XYZ file:
```
11
Properties=species:S:1:pos:R:3:forces:R:3:mulliken_charge:R:1
H 0.0132 -2.2131 0.2143 -0.013 0.149 0.050 0.22
N 0.2025 1.1638 -0.1999 -0.045 -0.057 0.081 -0.20
H -2.1367 0.3705 -0.6558 0.057 -0.026 0.080 0.25
H -0.1929 1.8723 0.4102 0.066 -0.091 -0.052 0.32
N 1.5403 1.2529 -0.2582 1.081 -0.103 -0.117 0.00
C 2.7023 1.1318 -0.3994 -1.060 0.237 0.122 -0.20
H 1.5361 -1.1471 0.2240 -0.174 -0.022 -0.058 0.22
N -1.7015 -0.0762 0.1439 -0.027 -0.106 -0.124 -0.52
C 0.4579 -1.2266 0.1670 -0.062 0.076 -0.006 -0.92
C -0.3077 -0.1436 0.0418 0.140 -0.191 0.018 0.60
H -2.1135 -0.9847 0.3121 0.036 0.135 0.007 0.23
```
Positions in Å, forces in eV/Å.

- DFT total energy: -281.4843 hartree
- Energy relative to the best compared isomer or geometry (same formula, charge and spin): 66.3 kcal per mole
- HOMO-LUMO gap: 0.357 hartree
- HOMO level: -0.3269 Ha

***

Entry 3:
The following is a DFT calculation (wB97M-V/def2-TZVPD) of C28H57CsFN3O10P3 as an isolated structure.

XYZ file:
```
103
Properties=species:S:1:pos:R:3:forces:R:3:mulliken_charge:R:1
H -2.9098 -1.1783 -1.5896 0.472 -0.086 -0.073 0.30
H 0.2069 -1.2874 0.0861 0.833 0.510 -0.504 0.75
H 4.1586 -0.0438 5.1571 -0.127 0.023 0.009 0.26
H -1.8685 4.9414 0.6953 -1.058 -0.396 -0.103 0.25
H 2.0258 -3.3664 -3.6334 -0.512 -0.608 0.723 0.24
H 2.6863 -3.7546 6.2584 0.044 -0.174 -0.051 0.25
O 4.1255 -2.4860 7.0442 0.358 -0.037 -0.305 -0.41
H 3.4549 0.7553 -1.8990 -0.155 0.399 0.037 0.27
H -5.5304 1.2153 -3.1415 -0.066 -0.117 1.137 0.34
H -0.7774 4.4361 -0.8514 -0.644 -0.621 -0.685 0.17
O 2.0104 -4.1922 0.5556 -0.745 0.725 -1.547 -0.36
H -4.4097 3.2356 -3.8834 -0.953 0.265 0.379 0.18
C -5.5873 3.0420 -1.9458 -0.506 -0.286 0.058 0.47
H -0.9867 4.2875 -4.9580 -0.682 0.456 -0.061 0.32
H -6.6973 1.0628 -1.7984 1.066 0.278 0.169 0.36
H 4.1652 -2.8741 2.8397 -0.156 -0.037 0.033 0.39
O 3.1896 1.6453 -2.1814 -0.401 0.195 0.069 -0.55
C 1.8890 -1.9006 -1.1367 1.358 -0.085 0.149 -0.78
C -3.4142 4.0506 -0.6732 -1.773 -0.229 2.661 1.08
C 4.2064 -3.1211 3.9076 0.500 0.060 -0.310 -1.22
N 3.7528 -0.8650 4.7106 0.528 0.205 -0.029 -0.56
Cs 6.9461 -1.2117 3.2266 6.885 1.962 -5.108 0.92
H 1.1141 -6.3908 3.0070 0.843 0.679 -0.279 0.40
H 3.0118 -1.1434 5.3520 -0.052 -0.004 -0.180 0.34
C 4.1296 2.2498 -0.0148 -0.151 0.206 -0.385 -1.36
H -6.5208 2.9804 0.5837 1.025 0.459 -0.241 0.32
H -5.5754 3.7130 2.7716 0.719 0.215 -0.905 0.30
H 3.1978 -3.3971 4.2053 0.102 0.122 0.029 -0.11
H 3.7466 1.6066 0.8182 0.541 0.624 -0.485 0.32
O 0.1262 1.9271 -4.9304 -1.644 1.743 1.093 -0.51
H -1.8686 -1.8270 -0.5215 0.321 -0.165 -0.472 0.34
H 0.4809 -5.6566 0.9130 0.485 1.077 0.128 0.40
H -6.6517 3.3450 -1.7330 1.131 -0.078 -0.067 0.68
O -2.6504 4.1651 -1.8486 0.373 -0.624 1.062 -0.32
H 3.0374 3.5543 -1.4080 -0.074 -1.008 -0.101 0.46
P -1.5227 2.2172 -4.9009 1.057 0.041 -4.295 0.94
O -1.5556 -6.8046 -3.7057 0.147 0.376 -0.217 -1.02
C 1.8342 -5.6237 2.6128 -0.263 0.769 -0.565 -0.64
C 1.0778 -4.8673 1.4393 -0.125 -1.283 1.634 -0.22
C 4.7506 -1.9405 4.7060 -1.514 -0.603 1.100 -2.10
H 4.2091 -4.5604 6.7591 0.019 0.048 -0.058 0.30
F 0.2794 -0.2871 -2.8767 1.059 0.573 1.181 -0.43
H -0.4705 -3.9528 -4.6601 0.114 0.205 0.873 0.40
C -5.6729 1.4409 -2.0483 -0.174 0.747 -1.143 -1.14
C 0.4808 1.7412 -1.4495 -0.197 1.127 -1.040 0.54
H 2.0975 -1.7820 -2.2288 -0.499 -0.041 0.853 0.46
P 1.2098 -3.5979 -0.8025 -1.715 -2.463 0.668 0.83
H -1.1248 2.3257 -0.1694 -0.317 -0.170 -1.016 0.29
O -1.8676 3.8643 -4.9427 1.890 -2.108 1.319 -0.48
H 1.4685 -5.0151 -4.0291 -0.082 0.601 1.034 0.36
H 0.6323 2.7607 -4.9204 0.138 -0.545 -0.086 0.31
H -4.8111 4.7570 -3.0513 -0.488 -0.876 -0.420 0.24
C -0.2122 -3.7213 -3.6033 0.500 -0.044 1.153 -0.49
H 4.9624 1.7262 -0.5558 -0.755 0.402 0.504 0.34
C -3.0741 4.9145 3.2506 -0.852 0.785 -1.195 -1.15
H -2.6416 5.9373 3.0745 0.013 -1.071 0.385 0.34
C 1.2837 -4.1571 -3.3272 -1.071 -0.553 -2.450 -0.48
H -2.3544 4.2118 3.7273 -0.534 0.609 -0.348 0.26
H -2.4547 -0.2383 -3.7399 0.806 0.716 0.226 0.22
H 5.6357 -1.5795 4.1769 -6.163 -1.722 4.511 2.63
O -0.2475 -3.5994 -0.4698 1.146 1.129 -0.161 -0.66
H 2.0625 -4.8815 3.4274 -0.081 -0.935 -0.706 -0.14
O -2.0474 1.6826 -6.1843 -0.322 -0.222 2.012 -0.64
H 2.9026 -1.8705 -0.6398 -0.902 -0.158 -0.506 0.45
C -1.2592 0.0102 -1.1728 0.347 -0.501 2.707 -2.39
C -1.2870 3.8259 -1.6469 1.516 -0.206 -1.213 -1.22
H -0.6997 4.0593 -2.5811 -1.000 0.006 0.640 0.39
H 1.1695 3.3687 -0.1897 0.296 -1.011 -0.005 0.34
H 4.8476 -4.0003 4.0186 -0.101 -0.049 0.022 0.39
C 1.5156 2.3170 -0.4130 -0.460 0.881 -0.257 -1.30
H 0.3982 -4.1253 1.9388 0.464 -0.674 -0.842 0.21
H -0.8658 -4.3211 -2.9129 0.503 0.234 -1.108 0.23
H -3.9796 5.0971 3.8906 1.054 -0.417 -0.333 0.35
C 3.4982 -3.7625 6.9882 -0.300 0.037 0.148 -0.65
H -1.3693 -6.8152 -2.7641 0.034 -0.098 0.314 0.12
C 1.0120 -0.7625 -0.5005 0.066 -0.933 -0.308 -1.31
C -5.2234 3.7398 -3.3099 0.485 0.900 0.829 -1.31
H -2.7680 1.3471 -1.1091 0.152 0.241 -0.554 0.35
H 5.7813 -1.4772 6.5371 -0.068 0.032 0.079 0.37
H 0.8002 2.2368 -2.4003 0.097 -1.346 0.280 0.14
H 2.7754 -6.1100 2.2471 -0.889 0.345 0.370 0.28
N -1.9331 1.2468 -1.7176 -0.359 -0.748 0.539 0.73
H -0.3817 -2.6461 -3.3340 0.183 -0.738 -0.443 -0.02
O 1.5057 -4.6834 -1.9899 0.826 2.523 1.398 -0.46
H 4.5733 3.2148 0.3479 -0.616 -0.934 -0.006 0.35
C -4.7718 3.5202 -0.7057 0.306 0.150 1.328 0.28
P -2.6289 1.1433 -3.3791 -1.399 0.244 -1.093 -0.11
C -5.4907 3.4154 0.5796 1.278 0.531 0.257 -0.80
H 1.5267 1.7900 0.5708 0.007 0.217 -0.839 0.39
C -4.9591 3.8360 1.8489 0.947 0.013 -2.129 -0.99
H -1.3651 0.1529 -0.0529 0.620 0.556 -0.974 0.37
C 5.1913 -2.3121 6.1377 0.103 0.171 0.173 -0.59
C 2.9629 2.4952 -1.0568 0.553 -0.360 0.958 0.43
H 3.0583 -3.9607 7.9650 0.095 0.088 -0.006 0.28
H -6.1407 3.9182 -3.9168 0.790 -0.458 0.295 0.39
C -3.6215 4.4152 1.8721 -0.973 -0.932 -0.622 0.54
H 1.6377 -0.2284 0.2504 -0.570 -0.057 -0.793 0.25
H -4.8815 0.9229 -1.4536 -0.750 0.272 -0.318 0.20
H 5.8535 -3.1886 6.1432 -0.075 -0.109 -0.067 0.40
C -1.0081 2.3251 -1.2969 1.378 0.470 3.424 -0.52
C -2.8913 4.4917 0.6370 -0.616 -0.237 -0.248 -0.70
N -1.9082 -1.2847 -1.3869 -0.371 1.089 -0.752 -0.10
C 0.2830 0.1714 -1.5341 -2.270 -0.168 0.058 2.44
```
Positions in Å, forces in eV/Å.

- DFT total energy: -3161.2741 hartree
- HOMO-LUMO gap: 0.043 hartree
- HOMO level: -0.1911 Ha
- Net charge: +1